{
  "formula": "C69H86Cl10N14O3",
  "method": "the ωB97M-V functional and the def2-TZVPD basis",
  "symbols": ["C", "O", "N", "C", "C", "H", "H", "H", "H", "H", "H", "H", "C", "O", "N", "C", "C", "H", "H", "H", "H", "H", "H", "H", "C", "O", "N", "C", "C", "H", "H", "H", "H", "H", "H", "H", "C", "Cl", "Cl", "H", "H", "C", "Cl", "Cl", "H", "H", "C", "Cl", "Cl", "H", "H", "C", "Cl", "Cl", "H", "H", "C", "Cl", "Cl", "H", "H", "N", "C", "C", "C", "C", "C", "H", "H", "H", "H", "H", "N", "C", "C", "C", "C", "C", "H", "H", "H", "H", "H", "N", "C", "C", "C", "C", "C", "H", "H", "H", "H", "H", "N", "C", "C", "C", "C", "C", "H", "H", "H", "H", "H", "N", "C", "C", "C", "C", "C", "H", "H", "H", "H", "H", "N", "C", "C", "C", "C", "C", "H", "H", "H", "H", "H", "N", "C", "C", "C", "C", "C", "H", "H", "H", "H", "H", "N", "C", "C", "C", "C", "C", "H", "H", "H", "H", "H", "N", "C", "C", "C", "C", "C", "H", "H", "H", "H", "H", "N", "C", "C", "C", "C", "C", "H", "H", "H", "H", "H", "N", "C", "C", "C", "C", "C", "H", "H", "H", "H", "H"],
  "xyz": [[0.9437, -3.2056, 7.1558], [0.6678, -2.3328, 6.3516], [2.2034, -3.7654, 7.3468], [2.4211, -4.8729, 8.2120], [3.2940, -3.2599, 6.4547], [0.2121, -3.6677, 7.9099], [3.4698, -5.1113, 8.2854], [1.9644, -5.7457, 7.8226], [2.0237, -4.7599, 9.2081], [3.8145, -2.4005, 6.8974], [3.9096, -4.1066, 6.1353], [2.8421, -2.8494, 5.4912], [0.4574, -3.2610, 0.4904], [0.8104, -2.0888, 0.4418], [1.0301, -4.2047, 1.2603], [0.6645, -5.6283, 1.1112], [2.2253, -3.9193, 1.9503], [-0.4181, -3.7099, -0.0353], [0.6593, -6.1660, 2.0657], [1.3789, -6.1440, 0.5015], [-0.2725, -5.6510, 0.5706], [3.0787, -4.4718, 1.4814], [2.4598, -2.8324, 1.9723], [2.1513, -4.2128, 3.0087], [1.6266, 1.8758, 0.9571], [1.9409, 2.6963, 1.7788], [0.4348, 1.7674, 0.4324], [0.1248, 1.0145, -0.7780], [-0.6318, 2.7842, 0.7000], [2.3120, 1.0601, 0.6897], [0.3198, 1.6576, -1.6504], [-0.9550, 0.7874, -0.7309], [0.7001, 0.0687, -0.8069], [-1.5833, 2.2212, 0.8587], [-0.3809, 3.3419, 1.5848], [-0.6623, 3.4272, -0.2028], [-3.4550, 4.7171, 4.2171], [-3.7067, 4.6505, 2.4323], [-4.5527, 3.5890, 5.0154], [-2.4405, 4.4107, 4.4507], [-3.7407, 5.6922, 4.5067], [-0.5707, 1.1134, 7.9011], [-1.1585, 0.3334, 9.4059], [1.1227, 1.4937, 7.9415], [-0.6636, 0.4523, 7.0707], [-1.1704, 1.9542, 7.7203], [-1.1006, 7.1083, -1.0172], [-2.2651, 7.2297, -2.3986], [-1.8743, 6.3045, 0.3137], [-0.2369, 6.5073, -1.3623], [-0.7907, 8.0736, -0.8134], [-3.9583, 3.5178, -1.1445], [-2.8101, 3.7189, -2.5071], [-4.2325, 1.8304, -0.7059], [-3.5637, 3.9128, -0.2288], [-4.9240, 3.9275, -1.4462], [1.2380, 3.9890, 4.4888], [-0.1682, 2.9861, 4.8405], [0.7325, 5.3131, 3.4490], [1.8220, 4.4115, 5.3461], [1.8786, 3.3556, 3.8832], [-8.8235, 2.6267, 3.4760], [-7.4901, 2.7932, 3.2804], [-6.6822, 1.8946, 2.6321], [-7.2099, 0.6677, 2.2037], [-8.5919, 0.5262, 2.2995], [-9.3489, 1.5300, 2.9165], [-7.1070, 3.7859, 3.6947], [-5.6571, 2.1207, 2.6150], [-6.5974, -0.1284, 1.8175], [-9.1434, -0.3643, 1.9855], [-10.4174, 1.4248, 2.9599], [7.3694, 4.2013, 1.7583], [6.4641, 4.5674, 0.8315], [5.1069, 4.7686, 1.1724], [4.6508, 4.4978, 2.4774], [5.6264, 4.1483, 3.3920], [6.9336, 3.9491, 2.9992], [6.8593, 4.7369, -0.1885], [4.4436, 5.0389, 0.3604], [3.6195, 4.6763, 2.7197], [5.4146, 4.0555, 4.4463], [7.7511, 3.6293, 3.6809], [2.0458, -6.3949, -2.9476], [2.6207, -6.3288, -4.1415], [2.0420, -6.0158, -5.3513], [0.6610, -5.7780, -5.3024], [-0.0013, -5.9634, -4.1069], [0.6592, -6.3134, -2.9716], [3.6718, -6.4250, -4.0968], [2.5976, -5.9183, -6.2308], [0.1043, -5.5018, -6.1868], [-1.0711, -5.8970, -4.1054], [0.2024, -6.4383, -2.0228], [0.9092, 5.0536, -1.5619], [1.8691, 4.4549, -0.9236], [2.6221, 3.4248, -1.5379], [2.4031, 3.0739, -2.8473], [1.3603, 3.7611, -3.5617], [0.6275, 4.6631, -2.8869], [2.0395, 4.7716, 0.1292], [3.5069, 2.9787, -1.0469], [2.9751, 2.2468, -3.2443], [1.1282, 3.4411, -4.5621], [-0.2146, 5.1583, -3.3700], [-2.2166, -3.2098, -4.0539], [-3.5096, -2.8105, -3.9025], [-4.0138, -1.9517, -2.8974], [-3.1238, -1.5179, -1.9290], [-1.7683, -1.9275, -2.0058], [-1.3469, -2.7649, -3.0717], [-4.2276, -3.2248, -4.6230], [-5.0281, -1.6016, -2.9776], [-3.4674, -0.8982, -1.1128], [-1.0838, -1.6900, -1.1566], [-0.2915, -3.0384, -3.1773], [-2.2890, -7.0491, -0.1966], [-2.1719, -8.0598, -1.1269], [-2.8715, -7.9756, -2.3291], [-3.7497, -6.9343, -2.5836], [-3.8440, -5.9324, -1.6209], [-3.0908, -5.9878, -0.4601], [-1.4784, -8.8642, -0.9621], [-2.8295, -8.8082, -3.0324], [-4.3654, -6.9039, -3.5338], [-4.4198, -5.0701, -1.8219], [-3.1398, -5.1313, 0.1727], [3.5497, 0.0632, -2.1209], [4.0517, -0.7801, -1.2352], [3.8878, -2.1487, -1.1588], [3.0257, -2.7323, -2.0813], [2.4362, -1.9155, -3.0321], [2.6933, -0.5136, -2.9622], [4.7951, -0.3548, -0.5489], [4.4248, -2.6899, -0.4086], [2.6964, -3.7806, -2.0110], [1.7172, -2.3264, -3.7866], [2.2131, 0.1912, -3.6853], [4.2644, -1.4536, 2.5429], [5.4926, -1.5975, 2.0726], [6.3194, -0.5117, 1.7264], [5.6875, 0.7796, 1.6997], [4.4043, 0.8759, 2.0904], [3.6992, -0.2381, 2.5819], [5.9183, -2.5752, 2.1257], [7.3854, -0.6180, 1.5270], [6.3739, 1.6631, 1.5461], [3.8782, 1.8263, 2.1276], [2.6851, -0.1784, 2.8869], [0.6193, 1.0385, -5.2542], [0.8381, 0.5173, -6.5097], [-0.1626, -0.1509, -7.1797], [-1.3797, -0.3920, -6.5209], [-1.6224, 0.1806, -5.3142], [-0.5564, 0.8897, -4.7084], [1.7979, 0.7249, -6.9010], [0.0102, -0.5473, -8.1969], [-2.2079, -0.9339, -7.0384], [-2.6260, 0.0672, -4.8831], [-0.6605, 1.3817, -3.7535], [-1.3037, 3.8721, -6.4716], [-1.8236, 5.1347, -6.1180], [-1.5290, 6.2832, -6.8255], [-0.6585, 6.3020, -7.9315], [-0.0983, 5.0675, -8.2569], [-0.5014, 3.9019, -7.5418], [-2.4718, 5.0548, -5.2151], [-2.0044, 7.2444, -6.4751], [-0.3772, 7.2399, -8.3660], [0.5243, 5.0181, -9.1758], [-0.1995, 2.9435, -7.9485], [-2.0737, 0.4513, 4.6983], [-3.2837, 0.2410, 4.2071], [-3.5232, -0.6419, 3.1396], [-2.4941, -1.3897, 2.5633], [-1.2292, -1.1979, 3.1081], [-1.0822, -0.2849, 4.1553], [-4.1302, 0.7469, 4.6895], [-4.5068, -0.6376, 2.6790], [-2.6540, -2.0376, 1.7033], [-0.4106, -1.7577, 2.7549], [-0.0686, -0.0897, 4.4588]],
  "atomic_forces_ev_per_a": [[0.7, -0.8, 1.0], [0.1, -0.6, 0.6], [-0.5, 2.4, -1.9], [0.2, -0.3, 0.3], [-1.5, 0.1, -1.0], [0.5, 0.6, -1.0], [0.4, 0.2, 0.1], [-0.5, -1.1, -0.5], [-0.1, 0.5, 0.4], [0.2, -0.6, 0.1], [0.3, 0.3, 0.4], [0.3, -0.6, 1.3], [-0.1, -0.2, 0.4], [-0.5, -0.4, -0.3], [-0.7, -0.9, -0.5], [0.0, 1.1, 0.0], [1.8, 0.6, 0.9], [0.2, 0.6, -0.2], [-0.4, 0.4, -0.1], [0.7, -0.2, -0.5], [-0.4, -0.4, 0.3], [-0.5, 0.4, 0.4], [-0.2, -0.9, -0.3], [0.0, -0.2, -0.3], [0.4, -1.7, -0.3], [0.8, 1.7, 1.6], [-2.7, 0.7, -0.9], [0.2, -0.4, 0.4], [0.5, -1.1, -0.6], [0.1, 0.0, -0.5], [0.0, -0.4, 0.1], [0.5, -0.1, -0.2], [-0.2, 0.5, -0.1], [0.6, 0.6, -0.2], [0.1, 0.3, 0.2], [-0.4, -0.1, 0.6], [-0.2, -1.1, -0.8], [0.2, -0.1, 0.5], [0.0, 0.0, 0.2], [0.0, 0.3, -0.1], [0.1, 0.9, 0.4], [0.1, -1.2, 0.3], [0.2, 0.2, -0.4], [0.7, 0.4, 0.3], [-0.4, -0.7, -0.3], [-0.5, 1.3, 0.0], [-0.2, -1.7, -1.8], [0.3, 0.2, 0.1], [0.1, 0.0, 0.5], [-0.7, 0.2, 0.4], [0.2, 1.9, 0.8], [-0.2, -0.2, -0.5], [-0.4, -0.2, 0.6], [-0.1, -0.6, -0.2], [0.3, 0.8, -0.1], [0.4, 0.1, 0.2], [0.9, 0.0, 0.0], [0.0, -0.1, 0.6], [0.0, 0.6, -0.2], [-1.1, -0.6, -0.4], [0.1, 0.1, 0.0], [0.6, -0.4, -0.9], [-1.3, 1.9, 1.0], [-0.6, -1.0, 0.3], [-0.8, 0.9, 0.2], [-0.2, -0.2, 0.3], [0.9, 0.2, 0.1], [-0.3, -1.7, -0.7], [1.3, 0.1, -0.3], [0.2, 0.0, -0.2], [0.5, 0.2, -0.1], [-0.3, 0.0, 0.2], [-0.4, -0.4, -0.6], [-0.3, 0.2, 1.0], [0.5, -0.8, -0.4], [1.2, 0.9, -1.4], [-0.2, -0.3, 0.9], [1.2, 0.5, -0.6], [-0.4, 0.0, 0.7], [-0.2, 0.1, 0.2], [-0.2, -0.1, 0.2], [-0.3, -0.3, 0.1], [-0.9, 0.3, -0.2], [-2.4, -0.5, -0.4], [0.6, 0.5, 0.7], [-2.5, 0.2, 1.2], [1.1, -0.3, -0.6], [-1.1, -0.3, -0.4], [3.3, 0.4, 0.1], [1.2, -0.2, -0.1], [0.8, 0.1, -1.1], [0.0, 0.1, 0.0], [-0.4, 0.2, 0.2], [-0.6, -0.1, 0.6], [-1.1, -0.4, -2.3], [0.7, -0.5, 0.2], [1.3, 0.1, 0.3], [-1.1, 0.8, 0.0], [1.5, -2.0, 0.4], [0.0, 1.4, 2.1], [0.0, -0.4, -0.8], [-0.8, 0.1, 0.1], [0.0, 0.2, -0.3], [-0.1, 0.1, -0.2], [0.1, 0.1, 0.3], [-0.3, 1.1, 2.0], [0.5, -0.2, 0.0], [1.3, -0.5, -0.9], [0.9, -0.5, -0.2], [-0.2, -0.7, 0.2], [-1.6, 0.6, -0.4], [0.4, 0.2, 0.1], [-0.3, -0.1, 0.3], [0.1, 0.1, 0.0], [-0.4, 0.0, -1.0], [-0.5, -0.1, 0.0], [0.3, -0.4, -0.6], [-1.2, 2.8, 0.4], [-0.3, -1.1, -0.2], [-0.5, 0.2, -0.4], [0.4, -0.4, -0.7], [0.6, -2.1, -1.3], [0.1, -0.1, 0.4], [0.3, 0.2, 0.1], [0.9, 0.0, 1.3], [-0.7, 0.8, -0.1], [0.3, 0.1, 0.9], [-1.1, -0.7, -0.1], [2.3, 0.2, 1.2], [-0.8, 0.2, -0.8], [-0.6, -0.5, 0.2], [-0.6, 1.1, -0.2], [-0.5, -0.2, -1.6], [-0.4, 0.0, -0.1], [0.0, -0.3, 0.3], [0.6, 0.3, -0.2], [0.8, 0.6, 0.8], [0.3, -0.9, 0.5], [-1.2, 0.1, 0.2], [1.3, 1.6, 0.3], [-1.5, 0.9, 0.0], [3.8, -1.0, 0.1], [-2.3, 0.6, 1.1], [2.3, -0.6, -1.6], [0.1, -0.7, -0.1], [-0.4, -0.1, -0.1], [-1.2, -0.9, -0.2], [0.2, 0.0, -0.1], [-0.7, 0.1, 0.5], [1.0, -0.4, -1.5], [-1.7, 0.5, 1.7], [0.4, -0.8, -0.5], [-0.7, -0.2, -1.6], [0.0, 0.3, 0.9], [-1.0, -0.2, -0.1], [0.8, 0.0, -0.5], [-0.1, 0.3, 0.7], [0.9, 0.4, 0.4], [0.7, 0.2, 0.2], [-0.3, 0.0, 0.3], [-0.2, 2.6, -0.5], [0.8, -2.6, -0.1], [-0.8, 1.6, 0.7], [0.0, -1.7, 1.6], [-0.5, 0.3, -0.7], [-0.2, 0.6, -0.4], [0.5, 0.6, -0.9], [0.6, -1.1, -0.4], [0.0, 0.1, -0.5], [-0.3, -0.3, 1.0], [0.2, -0.1, 0.3], [0.8, -0.6, -0.1], [-0.5, -0.7, -0.4], [-0.2, 0.3, -0.5], [-0.1, 0.9, 0.6], [-1.3, 0.4, 0.7], [-0.2, 0.2, -0.7], [0.4, 0.0, -0.3], [0.0, -0.2, 0.3], [0.0, 0.1, 0.2], [1.0, -0.4, -0.3], [0.1, 0.1, 0.6]],
  "homo_energy_ev": -9.1,
  "e_tot_ev": -225172.9335,
  "total_charge": 0,
  "homo_lumo_gap_ha": 0.348,
  "lumo_ev": 0.363
}